Molecular formula: C5H8S
Method: DFT, wB97M-V/def2-TZVPD

Properties
**Net charge**: 0
**Gap between HOMO and LUMO (alpha / beta)**: 7.42 / 7.42 eV
**Structure (SMILES)**: CCC1=C(C)S1
**LUMO energy (alpha / beta)**: -0.0190 / -0.0190 Eh
**Max |F|**: 0.1034 Eh/bohr
**HOMO (alpha / beta)**: -7.94 / -7.94 eV
**ΔE to the lowest compared entry with this formula, charge and spin**: 5.6271 eV

Each line ends with the Löwdin charge.
Atoms and positions in Å:
C1 0.87 -0.69 -1.83  -0.09
C2 1.37 0.17 -0.55  -0.23
C3 0.22 0.93 0.07  -0.51
C4 -0.79 1.36 1.50  -0.27
C5 -1.51 -0.01 1.95  -0.22
S1 -1.21 1.58 -0.45  0.84
H1 0.41 0.02 -2.44  0.02
H2 0.05 -1.47 -1.58  0.10
H3 1.73 -1.21 -2.42  0.10
H4 2.14 0.85 -0.83  0.10
H5 1.74 -0.44 0.20  0.07
H6 -0.83 -0.60 2.63  0.09
H7 -1.85 -0.69 1.28  0.01
H8 -2.33 0.20 2.48  0.00